1.
27
Properties=species:S:1:pos:R:3:forces:R:3 method="wB97M-V/def2-TZVPD" e_tot_ha=-896.47202 gap_ev=9.87 total_charge=+1 smiles="CN1CCS[C@@H]2COCC[NH+]=C21"
C -1.4668 2.4495 -0.3343 3.2 -1.0 -1.8
N -1.1771 1.0090 -0.1014 -1.6 0.8 -0.1
C -2.4627 0.3503 0.1608 0.2 -0.7 1.1
C -2.3341 -1.0921 0.6650 -0.5 0.0 -0.6
S -1.5796 -2.1424 -0.6320 0.2 0.9 0.2
C 0.0187 -1.3112 -0.4728 -0.9 2.6 0.8
C 0.9073 -1.8420 0.6327 0.6 0.7 0.9
O 2.2656 -1.8590 0.1684 -0.5 1.0 1.7
C 2.8848 -0.5917 0.3906 1.5 -0.5 -1.8
C 2.3554 0.4180 -0.7076 1.5 -2.6 2.5
N 1.0655 0.9740 -0.4317 1.0 0.0 -0.8
C -0.0727 0.3654 -0.3418 -0.7 -3.6 0.3
H -0.7586 2.8719 -1.1158 -0.8 -0.1 1.4
H -2.4165 2.5346 -0.7115 -2.3 -0.4 -1.8
H -1.6567 2.9664 0.5448 1.0 1.2 2.0
H -2.9512 0.3222 -0.8032 -0.7 0.1 0.0
H -3.0404 0.9707 0.9224 0.8 -0.7 -1.0
H -1.7021 -1.2278 1.5733 -1.1 0.3 -0.4
H -3.4006 -1.4082 0.7216 0.9 -0.2 0.6
H 0.5876 -1.4381 -1.3589 0.2 -0.2 -1.1
H 0.7428 -1.2304 1.5760 0.6 -0.7 -0.9
H 0.6880 -2.8602 0.8734 -0.4 -0.6 0.0
H 3.9751 -0.7867 0.1875 -1.0 0.3 -0.4
H 2.9610 -0.2369 1.3995 -1.0 0.1 0.9
H 3.0986 1.1800 -0.6892 0.2 0.8 -0.7
H 2.4277 -0.3154 -1.4917 -0.3 0.7 -1.4
H 1.0411 1.9302 -0.6240 -0.2 1.9 0.2

---

2.
20
Properties=species:S:1:pos:R:3:forces:R:3 method="wB97M-V/def2-TZVPD" e_tot_ha=-365.39193 gap_ev=8.58 smiles="C=C(C)NC.O.O"
C -1.9612 -0.1940 -1.5294 -0.9 0.2 -0.9
C -0.6907 0.2361 -1.5326 -0.7 -0.4 1.7
C -0.3670 1.5166 -2.2556 0.6 -0.2 0.4
N 0.2407 -0.3140 -0.6400 1.0 1.0 -0.7
C 1.6795 -0.0044 -0.8072 -1.4 0.0 -0.6
H -2.6818 0.2305 -2.2242 0.3 0.3 0.0
H -2.4713 -0.9265 -0.9168 0.8 -0.4 0.2
H -0.8511 1.4224 -3.2075 0.1 0.4 -0.7
H 0.6996 1.7407 -2.3134 -0.1 -0.3 -0.5
H -0.7694 2.3866 -1.7433 -0.3 -0.1 0.2
H 0.0555 -1.2407 -0.3179 -0.2 -0.3 0.0
H 1.8111 1.0378 -0.5106 0.6 -0.3 0.6
H 1.9908 -0.0279 -1.8502 0.0 -0.3 -0.3
H 2.2397 -0.7820 -0.3030 0.3 0.4 0.5
O 1.3927 -1.5651 5.0616 0.2 -0.1 0.1
H 0.8412 -1.0221 4.4912 -0.1 -0.1 -0.1
H 2.0486 -1.9796 4.4882 -0.2 0.1 0.0
O -1.0674 -0.3837 2.3745 0.1 0.2 -0.1
H -0.4360 0.2916 2.0882 -0.2 -0.2 -0.1
H -1.7036 -0.4222 1.6481 0.1 0.0 0.1

---

3.
94
Properties=species:S:1:pos:R:3:forces:R:3 method="wB97M-V/def2-TZVPD" s_squared=0.75 e_tot_ha=-2571.26962 gap_ev="8.35 / 6.78" multiplicity=2 total_charge=+3
Ir 0.6131 0.6232 -0.5777 0.4 0.3 -0.2
C -4.9454 3.8623 -3.1802 0.0 0.0 0.0
C -3.9400 3.2360 -4.1646 0.0 0.0 0.0
C -4.6543 2.1892 -5.0349 0.0 0.0 0.0
C -3.3645 4.3296 -5.0628 0.0 0.0 0.0
C -2.8639 2.5505 -3.3441 0.0 0.0 0.0
C -3.1747 1.4462 -2.5423 0.0 0.0 -0.1
C -2.2113 0.8575 -1.7614 0.2 0.0 0.0
N -0.9410 1.2969 -1.7356 -0.2 0.3 0.2
C -0.6061 2.3495 -2.5222 0.2 -0.2 0.1
C -1.5383 2.9892 -3.3102 0.0 -0.1 -0.1
C 0.7971 2.8101 -2.3628 -0.3 -0.1 0.3
C 1.4407 3.6809 -3.2093 -0.1 0.1 0.1
C 2.6910 4.2130 -2.8734 0.0 0.0 0.0
C 3.2063 3.8322 -1.6315 0.0 0.1 0.0
C 2.5557 2.9027 -0.8538 0.0 0.0 0.1
N 1.3872 2.3549 -1.2212 0.1 -0.2 -0.6
C 3.4465 5.1393 -3.8069 0.0 0.0 0.0
C 4.2881 6.1504 -3.0205 0.0 0.0 0.0
C 4.3762 4.2428 -4.6494 0.0 0.0 0.0
C 2.4902 5.8947 -4.7359 0.0 0.0 0.0
H -5.7185 4.3827 -3.7448 0.0 0.0 0.0
H -4.4608 4.5869 -2.5238 0.0 0.0 0.0
H -5.4355 3.1089 -2.5627 0.0 0.0 0.0
H -5.4063 2.6894 -5.6442 0.0 0.0 0.0
H -5.1689 1.4337 -4.4417 0.0 0.0 0.0
H -3.9568 1.6869 -5.7071 0.0 0.0 0.0
H -4.1727 4.7663 -5.6478 0.0 0.0 0.0
H -2.6290 3.9380 -5.7688 0.0 0.0 0.0
H -2.9120 5.1413 -4.4895 0.0 0.0 0.0
H -4.1791 1.0492 -2.5153 0.0 0.0 0.0
H -2.4341 0.0096 -1.1289 0.0 0.0 0.0
H -1.2350 3.8448 -3.8942 0.0 0.0 0.0
H 0.9518 3.9675 -4.1281 0.0 0.0 0.0
H 4.1290 4.2508 -1.2589 0.0 0.0 0.0
H 2.9587 2.6039 0.1023 0.1 -0.1 -0.1
H 5.0952 5.6790 -2.4594 0.0 0.0 0.0
H 3.6778 6.7379 -2.3324 0.0 0.0 0.0
H 4.7546 6.8409 -3.7216 0.0 0.0 0.0
H 5.1274 3.7536 -4.0277 0.0 0.0 0.0
H 4.8952 4.8576 -5.3846 0.0 0.0 0.0
H 3.8155 3.4770 -5.1883 0.0 0.0 0.0
H 1.7318 6.4472 -4.1779 0.0 0.0 0.0
H 1.9956 5.2368 -5.4519 0.0 0.0 0.0
H 3.0613 6.6165 -5.3176 0.0 0.0 0.0
C -2.4447 -2.6183 2.8773 -0.1 0.0 0.0
C -1.1629 -3.4354 3.1258 -0.1 0.0 -0.1
C -1.3184 -4.8648 2.5887 0.0 -0.1 0.0
P 0.2775 -2.5624 2.4498 -0.3 -0.1 0.9
C 0.4778 -0.9450 3.3523 0.4 -0.1 -0.4
C -0.1722 -1.0191 4.7446 0.2 0.0 0.1
C 0.0468 0.3897 2.7340 -0.9 0.2 0.1
C 1.8257 -3.5275 2.6790 0.1 0.3 -0.1
C 1.7663 -4.2222 4.0486 0.1 0.0 0.0
C 2.2414 -4.4733 1.5483 -0.1 -0.1 0.0
H -3.1758 -2.8397 3.6537 0.0 0.0 0.0
H -2.9017 -2.8969 1.9268 0.0 0.0 0.0
H -2.2967 -1.5365 2.8720 0.0 0.0 0.0
H -0.9627 -3.4804 4.1986 0.0 0.0 0.0
H -1.7663 -4.8753 1.5937 0.0 0.0 0.0
H -2.0033 -5.4051 3.2425 0.0 0.0 0.0
H -0.3927 -5.4342 2.5519 0.0 0.0 0.1
H 1.5655 -0.9595 3.4937 0.0 0.2 0.0
H -1.2589 -1.0176 4.6982 0.0 0.0 0.0
H 0.1374 -0.1268 5.2886 0.0 0.0 0.0
H 0.1591 -1.8761 5.3281 0.0 0.0 0.0
H -1.0429 0.4602 2.7771 0.0 0.1 0.1
H 0.2687 0.6868 1.7003 0.5 -0.5 0.0
H 0.4384 1.1853 3.3681 0.0 0.0 0.0
H 2.5865 -2.7425 2.7500 0.0 0.1 -0.1
H 1.0558 -5.0447 4.0754 0.0 0.0 0.0
H 1.5419 -3.5369 4.8665 0.0 0.0 0.0
H 2.7560 -4.6359 4.2413 0.0 0.0 0.0
H 1.5153 -5.2680 1.3783 0.0 0.0 0.0
H 3.1759 -4.9474 1.8489 0.0 0.0 0.0
H 2.4161 -3.9578 0.6086 0.1 0.0 0.1
S 4.6650 -0.4088 1.4115 -0.1 0.0 0.0
C 3.0908 0.2067 1.2581 -0.1 0.1 0.0
N 2.4700 -0.0481 0.1340 -0.1 -0.2 0.1
C 3.2856 -0.8093 -0.7200 0.0 0.1 0.1
C 2.9616 -1.2437 -2.0079 0.0 0.0 0.1
C 3.8925 -1.9925 -2.6915 0.0 0.0 0.0
C 5.1366 -2.3078 -2.1203 0.0 0.0 0.0
C 5.4764 -1.8675 -0.8612 0.0 0.0 0.0
C 4.5310 -1.1108 -0.1659 0.0 0.0 0.0
H 2.6482 0.8119 2.0374 0.0 0.0 0.0
H 2.0082 -0.9971 -2.4616 -0.1 0.0 0.0
H 3.6663 -2.3457 -3.6882 0.0 0.0 0.0
H 5.8435 -2.8985 -2.6865 0.0 0.0 0.0
H 6.4436 -2.0916 -0.4327 0.0 0.0 0.0
F 0.7303 -2.7764 -0.1881 0.4 0.0 -0.3
C -0.2329 -2.4513 0.6633 0.0 0.0 -0.3
F -0.6237 -1.1539 0.2981 -0.2 0.0 0.1
H -1.0854 -3.1170 0.5161 -0.1 0.2 -0.1

---

4.
103
Properties=species:S:1:pos:R:3:forces:R:3 method="wB97M-V/def2-TZVPD" e_tot_ha=-3831.27669 gap_ev=2.98 total_charge=-1
C -6.7377 2.6699 2.4064 -0.5 -0.8 0.3
O -6.5929 2.9460 1.0309 0.5 0.4 0.8
C -5.4314 3.7063 0.7134 0.4 -0.4 -1.8
C -4.8168 3.1138 -0.6013 -0.5 0.5 0.7
C -3.2871 3.0145 -0.4868 -0.6 -0.3 -0.9
C -2.5734 2.7315 -1.8193 1.0 0.6 -0.3
C -1.1389 2.1300 -1.6093 -0.4 -0.2 0.3
Al -1.1850 0.2078 -2.2592 -0.5 -0.6 1.3
N -2.4245 -0.7191 -1.1035 0.4 0.1 -0.6
N 0.4695 -0.7324 -2.1257 -1.1 0.7 -0.1
C 1.4924 -0.0214 -2.0779 0.6 -0.3 -0.6
C 2.4725 -0.0692 -3.2866 1.3 0.0 1.7
C 1.9184 0.8867 -0.8885 -0.1 -0.5 -1.0
H -7.5370 3.2484 2.8960 0.2 0.1 -0.3
H -5.8162 2.7911 2.9894 0.0 0.1 -0.3
H -7.0202 1.6087 2.4916 0.0 0.2 0.0
H -4.6318 3.6585 1.4629 -0.5 0.0 0.3
H -5.7130 4.7469 0.4969 0.1 -0.1 0.5
H -5.1491 3.7465 -1.4368 0.3 -0.2 0.0
H -5.3071 2.1408 -0.7297 0.4 0.1 -0.1
H -3.0643 2.1744 0.1851 0.1 0.4 0.1
H -2.9170 3.9711 -0.0882 0.1 -0.4 0.2
H -3.1819 2.1197 -2.5051 0.0 0.0 0.4
H -2.4173 3.6854 -2.3545 -0.4 -0.1 0.1
H -0.9706 2.1418 -0.5170 0.2 -0.1 -0.3
H -0.3515 2.7614 -2.0486 -0.2 0.0 0.0
H -1.8395 0.1940 -3.7277 0.1 0.1 -0.4
H -2.0765 -1.6790 -1.1182 -0.1 0.0 0.2
H -3.3168 -0.7809 -1.5933 0.0 0.0 0.2
H 3.4509 0.2852 -2.9049 -0.1 0.2 -0.6
H 2.6457 -1.1121 -3.5700 -0.4 0.2 -0.3
H 2.1529 0.5490 -4.1284 -0.1 -0.1 0.1
H 1.0621 1.0460 -0.2326 0.1 0.1 -0.1
H 2.7159 0.3721 -0.3314 0.0 0.3 -0.1
H 2.3162 1.8158 -1.3169 -0.1 0.0 0.5
C 4.5090 -2.3279 -9.1680 0.2 -0.1 0.0
O 4.7373 -2.7654 -7.8146 -3.0 1.0 -2.1
P 3.3999 -3.4559 -7.0031 4.4 -3.3 7.1
O 3.8342 -2.9181 -5.6651 -0.5 0.7 -1.0
O 3.9789 -4.9614 -7.3018 -0.5 -0.1 -0.6
C 5.3734 -5.2268 -7.3667 0.1 0.0 -0.2
O 1.9638 -4.1424 -6.4975 -0.9 1.6 -3.3
C 2.0070 -4.9205 -5.3076 0.0 -0.3 0.7
H 5.4372 -1.9091 -9.5511 0.0 0.0 0.1
H 4.2127 -3.1711 -9.8002 0.0 0.1 -0.1
H 3.7365 -1.5576 -9.1945 0.1 0.0 -0.1
H 5.9285 -4.6402 -6.6342 -0.1 0.1 0.0
H 5.7501 -5.0300 -8.3702 0.1 0.0 0.0
H 5.5160 -6.2852 -7.1472 -0.2 0.0 0.0
H 2.2721 -4.3093 -4.4477 0.1 0.1 -0.1
H 2.6964 -5.7595 -5.4076 0.1 0.1 -0.1
H 1.0014 -5.3108 -5.1506 0.0 0.1 -0.3
C 4.0178 -2.1873 -0.0405 0.0 -0.2 -0.2
O 4.9939 -1.5099 0.7914 -3.1 -1.3 1.2
P 4.8632 -1.7621 2.4544 6.6 2.7 2.3
O 5.3284 -0.4144 2.9041 -0.9 -0.5 -0.4
O 6.0554 -2.8777 2.4708 -0.5 -0.4 0.1
C 7.2131 -2.7278 1.6594 0.1 -0.1 -0.2
O 4.2444 -2.3896 3.8647 -2.3 -0.7 -2.6
C 5.0333 -2.2514 5.0368 0.4 0.2 0.6
H 4.2132 -1.9321 -1.0791 0.1 0.1 0.1
H 4.1053 -3.2702 0.0888 0.0 0.0 -0.1
H 3.0111 -1.8602 0.2192 0.0 0.0 -0.2
H 7.5252 -1.6850 1.5946 -0.1 0.0 0.0
H 7.0297 -3.1283 0.6630 0.0 0.1 -0.1
H 8.0150 -3.3045 2.1207 -0.1 0.0 0.1
H 5.1682 -1.2061 5.3090 0.0 0.0 -0.2
H 6.0014 -2.7399 4.9243 0.0 0.1 -0.1
H 4.4909 -2.7413 5.8475 -0.1 -0.1 -0.2
C 1.7395 -4.8068 5.6663 0.2 0.0 -0.3
O 2.5084 -4.8975 6.8891 -3.3 -1.2 -0.5
P 1.9955 -6.0447 8.0191 5.9 -0.3 4.6
O 2.3592 -5.2829 9.2538 -0.8 0.0 -0.8
O 3.1292 -7.1247 7.5655 -0.5 -0.2 -0.2
C 4.4447 -6.7102 7.2135 0.1 0.1 -0.2
O 1.0612 -7.2680 8.6445 -1.5 1.3 -2.9
C 1.5795 -7.9376 9.7849 0.2 -0.2 0.6
H 2.1787 -4.0308 5.0427 0.1 0.0 0.1
H 1.7721 -5.7586 5.1286 0.0 0.1 0.0
H 0.7059 -4.5413 5.8916 0.0 0.1 -0.1
H 4.7861 -5.8848 7.8390 -0.1 0.1 0.0
H 4.4824 -6.4267 6.1625 0.0 0.1 0.0
H 5.1086 -7.5610 7.3649 -0.1 -0.1 0.0
H 1.6642 -7.2620 10.6343 0.1 0.1 -0.1
H 2.5429 -8.3987 9.5686 0.0 0.1 -0.1
H 0.8670 -8.7220 10.0422 -0.1 0.1 -0.2
C -8.3141 10.8108 -2.9543 0.2 0.2 0.0
O -8.1447 10.6201 -1.5353 -1.3 -2.3 -2.3
P -8.0937 9.0127 -0.9938 2.7 0.5 7.0
O -8.7699 9.2323 0.3223 -0.3 0.0 -1.2
O -6.4678 9.0072 -0.8973 -0.2 -0.2 -0.5
C -5.7462 10.1457 -0.4440 0.1 0.2 -0.1
O -8.1081 7.3601 -1.1151 -1.0 1.6 -3.1
C -7.6907 6.6341 0.0386 0.1 -0.4 0.7
H -8.3343 11.8799 -3.1533 0.0 0.0 0.1
H -7.4810 10.3633 -3.5043 0.0 0.0 0.0
H -9.2554 10.3712 -3.2886 0.0 0.1 -0.1
H -6.2726 10.6606 0.3604 -0.1 0.0 -0.1
H -5.5616 10.8296 -1.2720 0.0 0.1 0.1
H -4.7863 9.7964 -0.0656 -0.1 -0.1 0.0
H -8.3650 6.8002 0.8770 0.0 0.2 -0.1
H -6.6689 6.8893 0.3162 -0.1 0.1 -0.1
H -7.7278 5.5746 -0.2151 0.0 0.1 -0.3

---

5.
49
Properties=species:S:1:pos:R:3:forces:R:3 method="wB97M-V/def2-TZVPD" e_tot_ha=-1810.27930 gap_ev=4.04 total_charge=-2
Rb -1.0391 0.9761 -0.0677 -0.1 0.6 -0.3
N 0.6748 2.1734 2.4892 0.0 0.0 0.1
C 1.5387 3.1738 1.8580 -0.2 0.0 0.0
C 2.6390 2.5121 1.0499 0.0 0.0 -0.2
N 2.0830 1.6369 0.0399 0.0 -0.1 -0.1
C 2.8295 1.4412 -1.1900 0.1 0.0 0.2
C 2.1175 2.0512 -2.3895 -0.2 0.0 0.0
N 0.8592 1.3466 -2.6392 0.2 -0.1 0.1
H -0.2559 2.5488 2.6280 0.0 0.0 -0.1
H 1.0263 1.8667 3.3869 0.0 0.0 0.0
H 1.9816 3.8915 2.5644 0.0 -0.1 0.1
H 0.9061 3.7373 1.1711 0.0 0.0 0.0
H 3.3608 1.9891 1.7042 0.0 0.0 0.1
H 3.1936 3.3118 0.5493 0.0 0.0 0.0
H 1.7512 0.7661 0.4268 0.1 0.0 0.1
H 2.9839 0.3716 -1.3675 -0.1 0.0 0.0
H 3.8260 1.8941 -1.1064 0.0 0.0 0.0
H 2.8034 2.0436 -3.2499 0.0 0.0 -0.1
H 1.8847 3.0933 -2.1546 0.0 0.0 0.0
H 1.0052 0.3427 -2.6971 0.0 0.0 0.0
H 0.4121 1.6512 -3.4927 0.0 0.1 0.0
O -4.7588 6.5486 -0.0213 -0.1 0.2 0.0
C -4.0537 5.5571 0.0996 0.3 -0.4 0.0
C -2.5519 5.5221 0.0751 -0.3 -0.3 0.0
O -1.8073 6.4898 -0.0655 0.1 0.2 0.0
C -2.1495 4.1108 0.2294 -0.3 0.2 0.0
C -3.3417 3.2858 0.4015 -0.1 0.3 0.0
O -3.3343 2.0484 0.6046 -0.4 0.2 0.1
C -4.5380 4.1453 0.2768 0.4 0.2 0.1
O -5.7117 3.7889 0.3198 -0.2 -0.1 0.0
O -0.9718 3.6733 0.2225 -0.1 0.3 0.1
C -0.6025 -7.7661 0.6165 0.0 0.0 0.0
C -0.3977 -6.3031 0.3174 0.0 0.0 0.0
C -1.3233 -5.5885 -0.4275 0.0 0.1 0.0
C -1.1291 -4.2392 -0.7196 0.0 -0.2 0.1
C 0.0043 -3.5929 -0.2624 0.0 -0.3 0.1
C 0.9421 -4.2934 0.4949 -0.1 0.1 -0.1
C 0.7369 -5.6310 0.7770 0.1 -0.1 0.1
S 0.2480 -1.8739 -0.6176 0.2 0.0 0.0
O 1.5621 -1.7866 -1.2377 0.1 0.0 -0.1
O -0.8557 -1.5198 -1.5015 0.1 0.0 0.0
O 0.1879 -1.2154 0.6854 0.4 -0.6 0.1
H -1.5401 -8.1255 0.1897 0.0 0.0 0.0
H -0.6298 -7.9660 1.6908 0.0 0.1 0.0
H 0.2056 -8.3709 0.1973 0.0 0.0 0.0
H -2.2182 -6.0868 -0.7860 0.0 0.0 0.0
H -1.8512 -3.6791 -1.2986 0.0 0.0 0.0
H 1.8264 -3.7823 0.8565 0.0 0.0 0.0
H 1.4712 -6.1685 1.3699 0.0 0.0 0.0

---

6.
18
Properties=species:S:1:pos:R:3:forces:R:3 method="wB97M-V/def2-TZVPD" e_tot_ha=-1296.62476 gap_ev="6.12 / 6.78"
C -1.2047 -0.7687 2.4197 1.8 0.9 3.0
C 2.5912 0.3151 -1.1798 -2.2 0.5 0.5
C -0.9389 0.1896 -2.5564 -1.5 -0.5 1.1
C -0.6323 -0.6258 1.0701 0.7 0.2 -0.6
P -0.3709 1.1389 0.5542 -0.7 -0.3 -0.3
S -1.2339 2.3151 1.8106 0.0 0.1 0.1
S -1.5399 1.2511 -1.4687 0.5 0.9 -0.1
H -1.1008 -1.7880 2.6366 -0.4 -1.7 0.7
H -0.7980 -0.2282 3.3594 0.3 -0.6 -1.9
H -2.1836 -0.4478 2.4779 -2.4 0.3 -0.3
H 3.5476 0.7488 -1.1470 1.9 -0.6 -0.5
H 2.4044 -0.4254 -0.3896 0.2 0.8 0.3
H 2.2036 -0.2120 -2.0532 0.7 0.6 -0.5
H -1.2387 -0.8299 -2.3852 0.7 -0.6 -0.1
H 2.0611 1.2934 -1.0510 -0.6 -1.2 0.1
H -0.6275 0.4829 -3.5142 0.5 0.4 -1.1
H -1.2550 -1.2722 0.4549 -0.3 0.7 -0.7
H 0.3164 -1.1369 0.9617 0.6 0.1 0.3